Record 1
This record from the Open Molecules 2025 dataset describes C5H6N2 as an isolated structure. The level of theory is wB97M-V/def2-TZVPD.

The geometry in XYZ format:
```
13
Properties=species:S:1:pos:R:3:lowdin_charge:R:1
N 0.0789 1.7532 1.0558 0.115
C -0.9920 1.3481 0.6751 -0.131
C -1.3661 0.3058 -0.2273 -0.221
C -0.1330 -0.1900 -1.0745 -0.201
C 1.0693 -0.0051 -0.2869 -0.107
C 0.4647 -1.0192 0.6965 -0.158
N -0.8238 -1.0511 -0.0765 0.016
H -2.3438 0.2958 -0.7025 0.127
H -0.2873 -0.2763 -2.1485 0.137
H 2.0841 -0.0171 -0.6558 0.083
H 0.9930 1.6585 0.3922 0.117
H 0.8852 -2.0262 0.5945 0.116
H 0.3708 -0.7764 1.7580 0.107
```

Summary:
Relative energy (zero: lowest compared OMol25 entry of this formula, charge and spin) (eV): 5.8326
2S+1: 1
Gap between HOMO and LUMO (spin up / spin down) (Ha): 0.3032 / 0.3031
Energy (a.u.): -303.421729
Strongest force on any atom (eV Å⁻¹): 1.7


Record 2
This record from the Open Molecules 2025 dataset describes one molecule with the formula C5H6N2. The level of theory is wB97M-V/def2-TZVPD.

The geometry in XYZ format:
```
13
Properties=species:S:1:pos:R:3:lowdin_charge:R:1
N 2.5199 -1.1459 1.2316 0.153
C 1.6979 -0.3889 0.9315 -0.167
C 0.6891 0.5860 0.5068 -0.302
C 0.3846 0.6644 -1.0158 -0.052
C -1.0999 0.2961 -0.5819 -0.179
C -1.2203 -1.0025 0.3185 -0.089
N -0.7068 0.2545 0.8279 -0.056
H 0.8861 1.5447 0.9981 0.146
H 0.9464 -0.0495 -1.6257 0.104
H 0.5705 1.6797 -1.4289 0.115
H -1.9678 0.7640 -1.0374 0.114
H -0.7402 -1.8282 -0.1946 0.097
H -1.9595 -1.3744 1.0699 0.117
```

Summary:
Relative energy (zero: lowest compared OMol25 entry of this formula, charge and spin) (eV): 3.4737
SMILES string: N#C[C@H]1C[C@H]2CN21
2S+1: 1
Gap between HOMO and LUMO (Ha): 0.3861
Energy (a.u.): -303.508415
Strongest force on any atom (eV Å⁻¹): 1.8


Record 3
This record from the Open Molecules 2025 dataset describes one molecule with the formula C5H6N2. The level of theory is wB97M-V/def2-TZVPD.

The geometry in XYZ format:
```
13
Properties=species:S:1:pos:R:3:lowdin_charge:R:1
N 2.1280 1.9551 0.7829 0.174
C 1.2682 1.3221 0.3241 -0.398
C 1.4369 -0.6105 -0.3653 0.148
C 0.0737 -0.4609 -0.9088 -0.347
C -1.0730 -0.9511 -0.0170 -0.110
C -0.8811 0.3135 0.8301 -0.108
N 0.0612 0.8806 -0.1976 -0.011
H 2.1190 -0.2531 -1.1676 0.055
H -0.0866 -0.4193 -1.9871 0.135
H -2.0322 -0.9848 -0.5368 0.108
H -0.8888 -1.9000 0.4899 0.111
H -1.7510 0.9597 0.9722 0.119
H -0.3745 0.1486 1.7811 0.124
```

Summary:
Relative energy (zero: lowest compared OMol25 entry of this formula, charge and spin) (eV): 5.9403
2S+1: 1
Gap between HOMO and LUMO (Ha): 0.3147
Energy (a.u.): -303.417770
Strongest force on any atom (eV Å⁻¹): 1.3


Record 4
This record from the Open Molecules 2025 dataset describes one molecule with the formula C5H6N2. The level of theory is wB97M-V/def2-TZVPD.

The geometry in XYZ format:
```
13
Properties=species:S:1:pos:R:3:lowdin_charge:R:1
C 0.2448 2.3413 -1.6510 0.125
C 0.5089 1.5387 -0.8170 -0.115
C 1.0578 0.8906 0.3100 -0.225
N 0.6611 -0.1317 0.8313 0.102
N -0.4539 -0.7620 0.0326 -0.202
C -1.2360 -1.1337 0.9434 -0.260
C -0.4722 -2.1038 0.0548 -0.105
H 0.0924 2.5579 -2.6580 0.024
H 1.8229 1.5509 0.9334 0.161
H -2.2918 -0.8421 0.8063 0.106
H -0.9680 -1.1833 2.1591 0.168
H -1.1186 -2.4437 -0.7911 0.122
H 0.3922 -2.5821 0.4615 0.100
```

Summary:
Relative energy (zero: lowest compared OMol25 entry of this formula, charge and spin) (eV): 6.9856
SMILES string: C#C/C=N\N1CC1
2S+1: 1
Gap between HOMO and LUMO (Ha): 0.3557
Energy (a.u.): -303.379358
Strongest force on any atom (eV Å⁻¹): 12.3


Record 5
This record from the Open Molecules 2025 dataset describes one molecule with the formula C5H6N2. The level of theory is wB97M-V/def2-TZVPD.

The geometry in XYZ format:
```
13
Properties=species:S:1:pos:R:3:lowdin_charge:R:1
C 2.1680 -1.0843 -0.3314 0.028
C 1.8052 0.0923 0.0904 -0.132
C 0.3491 0.4513 0.1567 -0.390
N 0.0788 1.6946 -0.1641 0.143
C -0.4717 -0.5784 0.5884 -0.066
C -1.7694 -0.4470 -0.0415 -0.262
N -2.9133 -0.4526 -0.2772 0.113
H 3.0747 -1.3755 0.0388 0.035
H 1.5853 -1.6820 -1.0996 0.114
H 2.5763 0.7781 0.2446 0.087
H -0.7602 2.1484 0.1720 0.124
H 0.9224 2.2481 -0.1731 0.108
H -0.0446 -1.4142 1.1298 0.099
```

Summary:
Relative energy (zero: lowest compared OMol25 entry of this formula, charge and spin) (eV): 2.6470
SMILES string: C=C/C(N)=C/C#N
2S+1: 1
Gap between HOMO and LUMO (Ha): 0.3154
Energy (a.u.): -303.538798
Strongest force on any atom (eV Å⁻¹): 4.1


Record 6
This record from the Open Molecules 2025 dataset describes C5H6N2 as an isolated structure. The level of theory is wB97M-V/def2-TZVPD.

The geometry in XYZ format:
```
13
Properties=species:S:1:pos:R:3:lowdin_charge:R:1
N -1.8210 -1.0828 -2.1625 0.159
C -1.1068 -1.0130 -1.2551 -0.166
C -0.1675 -0.9171 -0.1323 -0.316
C 1.1637 -0.1785 -0.3550 -0.146
C 0.9222 0.7136 0.8883 -0.056
C -0.4018 1.3340 0.6145 -0.198
N -0.6892 -0.0606 0.9910 -0.010
H -0.0109 -1.9227 0.2660 0.150
H 1.2233 0.3898 -1.2891 0.115
H 2.0336 -0.8329 -0.2809 0.102
H 0.2426 -0.1112 1.7415 0.135
H -0.6797 1.5744 -0.4111 0.120
H -0.7984 2.0304 1.3498 0.111
```

Summary:
Relative energy (zero: lowest compared OMol25 entry of this formula, charge and spin) (eV): 5.0232
2S+1: 1
Gap between HOMO and LUMO (Ha): 0.3601
Energy (a.u.): -303.451473
Strongest force on any atom (eV Å⁻¹): 1.1


Record 7
This record from the Open Molecules 2025 dataset describes one molecule with the formula C5H6N2. The level of theory is wB97M-V/def2-TZVPD.

The geometry in XYZ format:
```
13
Properties=species:S:1:pos:R:3:lowdin_charge:R:1
C 1.6214 0.9428 -0.3279 0.018
C 0.4186 1.2110 0.1749 -0.147
C -0.5278 0.0864 0.4400 -0.312
C 0.1783 -1.3094 0.1637 -0.148
N -0.6452 -2.0959 -0.4784 0.049
N -1.8493 -1.2487 -0.7849 0.032
C -1.8169 -0.1553 -0.1726 -0.200
H 2.4532 1.6610 -0.2065 0.069
H 1.8624 -0.1379 -0.6886 0.087
H 0.0640 2.1142 0.4738 0.066
H -0.5395 -0.1642 1.6078 0.194
H 1.1812 -1.7129 0.4229 0.120
H -2.4005 0.8090 -0.6241 0.172
```

Summary:
Relative energy (zero: lowest compared OMol25 entry of this formula, charge and spin) (eV): 4.0120
SMILES string: C=CC1C=NN=C1
2S+1: 1
Gap between HOMO and LUMO (Ha): 0.3840
Energy (a.u.): -303.488635
Strongest force on any atom (eV Å⁻¹): 5.6


Record 8
This record from the Open Molecules 2025 dataset describes one molecule with the formula C5H6N2. The level of theory is wB97M-V/def2-TZVPD.

The geometry in XYZ format:
```
13
Properties=species:S:1:pos:R:3:lowdin_charge:R:1
C -0.1764 -0.6629 1.4490 -0.263
C 0.8883 -1.6669 1.0744 0.172
C -0.3124 -0.7258 -1.0669 -0.194
N -0.2227 0.0785 -2.0936 0.061
C -0.0973 1.3357 -1.5562 -0.149
C -0.0969 1.2874 -0.1909 -0.073
N -0.2534 -0.0450 0.1278 -0.124
H 0.1077 0.1116 2.1711 0.117
H -1.1405 -1.0944 1.7316 0.106
H 1.8298 -1.0835 1.0720 0.014
H -0.4347 -1.8003 -1.0986 0.122
H -0.0357 2.2115 -2.1892 0.098
H -0.0559 2.0542 0.5695 0.113
```

Summary:
Relative energy (zero: lowest compared OMol25 entry of this formula, charge and spin) (eV): 4.4322
2S+1: 1
Gap between HOMO and LUMO (spin up / spin down) (Ha): 0.3069 / 0.3070
Energy (a.u.): -303.473194
Strongest force on any atom (eV Å⁻¹): 0.3